Molecular formula: C4H5O2Tl
Method: DFT, ωB97M-V with the def2-TZVPD basis set

```
! wB97M-V def2-TZVPD RIJCOSX def2/J DEFGRID3
* xyz 2 1
O -1.10 -1.90 2.13
C -0.98 -0.95 1.38
C 0.37 -0.35 1.11
C 0.41 0.57 -0.08
C 0.27 0.16 -1.36
O 0.31 0.93 -2.44
Tl 0.11 2.60 -2.96
H -1.75 -0.75 0.60
H 0.62 0.21 2.02
H 0.59 1.63 0.11
H 0.10 -0.91 -1.57
H 1.05 -1.25 1.07
*
```

The LUMO energy (alpha / beta) is -12.447 / -12.720 eV. The energy relative to the best compared isomer or geometry (same formula, charge and spin) comes out at 55.3 kcal/mol. For the HOMO energy (alpha / beta), the calculation gives -18.3 / -18.4 eV. The calculation puts the calculated total energy at -12992.17081 eV.